1.
{
  "formula": "C24H42Br4GeN3O7RbSb",
  "method": "wB97M-V/def2-TZVPD",
  "species": ["Rb", "C", "C", "C", "C", "O", "Ge", "O", "C", "C", "C", "C", "O", "C", "C", "C", "C", "H", "H", "H", "H", "H", "H", "H", "H", "H", "H", "H", "H", "H", "H", "H", "H", "H", "H", "H", "H", "H", "H", "H", "H", "H", "H", "H", "Br", "C", "C", "Br", "C", "Br", "C", "O", "C", "O", "C", "Br", "C", "O", "C", "O", "N", "N", "H", "H", "H", "H", "H", "H", "N", "C", "C", "Sb", "C", "C", "H", "H", "H", "H", "H", "H", "H", "H", "H"],
  "xyz": [[-0.648, 0.374, 0.011], [0.115, -0.397, 4.068], [1.480, -0.090, 3.447], [2.397, 0.550, 4.497], [2.123, -1.386, 2.955], [1.331, 0.739, 2.313], [0.844, 2.556, 2.452], [1.107, 2.806, 0.618], [2.343, 3.226, 0.065], [3.416, 2.155, 0.277], [2.801, 4.548, 0.690], [2.104, 3.426, -1.425], [-0.977, 2.137, 2.146], [-2.019, 3.086, 2.081], [-1.958, 3.868, 0.767], [-3.329, 2.298, 2.146], [-1.962, 4.062, 3.261], [0.220, -1.051, 4.941], [-0.524, -0.896, 3.338], [-0.378, 0.527, 4.377], [2.607, -0.161, 5.303], [1.946, 1.444, 4.930], [3.342, 0.840, 4.032], [2.252, -2.100, 3.775], [3.102, -1.166, 2.523], [1.504, -1.841, 2.181], [3.624, 2.011, 1.339], [4.344, 2.432, -0.235], [3.067, 1.201, -0.122], [3.004, 4.436, 1.757], [2.019, 5.301, 0.567], [3.710, 4.908, 0.198], [1.764, 2.505, -1.898], [3.013, 3.755, -1.937], [1.323, 4.170, -1.591], [-2.079, 3.201, -0.089], [-0.991, 4.360, 0.661], [-2.754, 4.618, 0.720], [-3.398, 1.607, 1.303], [-4.196, 2.964, 2.105], [-3.368, 1.720, 3.071], [-1.063, 4.679, 3.214], [-1.942, 3.507, 4.201], [-2.835, 4.721, 3.258], [-7.225, -2.775, -2.249], [-5.348, -2.589, -2.122], [-4.509, -3.712, -2.377], [-5.282, -5.366, -2.872], [-3.147, -3.603, -2.254], [-1.976, -5.052, -2.593], [-2.499, -2.384, -1.855], [-1.281, -2.278, -1.672], [-3.371, -1.189, -1.657], [-2.852, -0.106, -1.375], [-4.799, -1.380, -1.781], [-5.835, 0.151, -1.434], [-1.587, -6.052, 1.015], [-1.876, -4.711, 1.383], [-1.006, -3.713, 1.069], [-1.207, -2.608, 1.490], [0.061, -4.118, 0.288], [0.948, -3.084, -0.112], [-2.318, -6.665, 1.538], [-0.579, -6.336, 1.320], [-1.710, -6.207, -0.059], [-0.230, -4.730, -0.469], [0.532, -2.608, -0.911], [1.807, -3.528, -0.403], [0.201, 3.191, -5.023], [0.530, 2.291, -4.357], [3.232, 0.324, -3.534], [1.259, -0.539, -3.466], [1.018, -0.595, -5.603], [2.127, -2.563, -3.439], [3.819, -0.191, -4.298], [3.726, 0.218, -2.567], [3.135, 1.379, -3.782], [1.730, -1.306, -6.028], [1.191, 0.412, -5.970], [0.002, -0.890, -5.868], [2.799, -2.720, -4.286], [1.337, -3.317, -3.463], [2.700, -2.700, -2.517]],
  "atomic_forces_ev_per_a": [[0.7, -0.1, 0.1], [0.0, 0.0, 0.0], [0.0, 0.0, -0.1], [0.0, 0.0, 0.0], [0.0, 0.0, 0.0], [-0.1, 0.0, 0.2], [0.0, 0.0, 0.0], [0.1, 0.0, 0.0], [-0.1, 0.0, 0.0], [0.0, 0.0, 0.0], [0.0, 0.0, 0.0], [0.0, 0.0, 0.0], [-0.1, 0.1, 0.1], [0.0, 0.0, 0.0], [0.0, 0.0, 0.0], [0.0, 0.0, 0.0], [0.0, 0.0, 0.0], [0.0, 0.0, 0.0], [0.0, 0.0, 0.0], [0.0, 0.0, 0.0], [0.0, 0.0, 0.0], [0.0, 0.0, 0.0], [0.0, 0.0, 0.0], [0.0, 0.0, 0.0], [0.0, 0.0, 0.0], [0.0, 0.0, 0.0], [0.0, 0.0, 0.0], [0.0, 0.0, 0.0], [0.0, 0.0, 0.0], [0.0, 0.0, 0.0], [0.0, 0.0, 0.0], [0.0, 0.0, 0.0], [0.0, 0.0, 0.0], [0.0, 0.0, 0.0], [0.0, 0.0, 0.0], [0.0, 0.0, 0.0], [0.0, 0.0, 0.0], [0.0, 0.0, 0.0], [0.0, 0.0, 0.0], [0.0, 0.0, 0.0], [0.0, 0.0, 0.0], [0.0, 0.0, 0.0], [0.0, 0.0, 0.0], [0.0, 0.0, 0.0], [0.0, 0.0, 0.0], [0.0, 0.0, 0.0], [0.0, -0.1, 0.0], [0.0, 0.0, 0.0], [0.0, 0.0, 0.0], [0.0, 0.0, -0.1], [-0.1, 0.1, 0.0], [0.0, -0.1, -0.1], [-0.1, 0.0, 0.0], [-0.5, -0.1, -0.2], [0.1, 0.0, 0.0], [0.0, 0.0, 0.0], [0.0, -0.1, 0.0], [0.0, 0.0, -0.1], [0.1, 0.1, -0.1], [0.1, 0.1, 0.1], [0.1, 0.1, 0.0], [-0.3, -0.1, 0.0], [0.0, 0.0, 0.0], [0.0, 0.0, 0.0], [0.0, 0.0, 0.1], [0.0, 0.1, 0.0], [0.0, 0.0, 0.0], [0.0, 0.0, 0.0], [0.0, 0.0, 0.0], [0.0, 0.0, 0.0], [0.0, 0.0, 0.0], [0.1, 0.3, -0.1], [0.0, -0.1, 0.0], [0.0, -0.1, 0.1], [0.0, 0.0, 0.0], [0.0, 0.0, 0.0], [0.0, 0.0, 0.0], [0.0, 0.0, 0.0], [0.0, 0.0, 0.0], [0.0, 0.0, 0.0], [0.0, 0.0, 0.0], [0.0, 0.0, 0.0], [0.0, 0.0, 0.0]],
  "spin_multiplicity": 2,
  "homo_lumo_gap_ha": [0.2131, 0.1958],
  "e_homo_ev": [-2.442, -2.442],
  "s_squared": 0.77,
  "total_charge": -2,
  "total_energy_ha": -14268.06940,
  "e_above_lowest_kj_mol": 58.00
}

---

2.
{
  "formula": "C24H42Cl2CoGeNO2SSi4",
  "method": "wB97M-V/def2-TZVPD",
  "species": ["Co", "C", "Si", "C", "C", "C", "C", "C", "C", "N", "C", "S", "H", "H", "H", "H", "H", "H", "H", "H", "H", "H", "H", "H", "Cl", "C", "C", "C", "Cl", "C", "O", "C", "C", "O", "C", "H", "H", "H", "C", "Si", "C", "C", "Ge", "Si", "C", "C", "C", "Si", "C", "C", "C", "H", "H", "H", "H", "H", "H", "H", "H", "H", "H", "H", "H", "H", "H", "H", "H", "H", "H", "H", "H", "H", "H", "H", "H", "H", "H", "H"],
  "xyz": [[-0.014, -0.189, 0.112], [-2.392, -3.360, -5.546], [-1.031, -2.530, -4.558], [0.320, -3.765, -4.144], [-0.356, -1.047, -5.491], [-1.815, -1.929, -2.925], [-3.151, -2.156, -2.609], [-3.708, -1.732, -1.405], [-2.901, -1.072, -0.502], [-1.622, -0.836, -0.785], [-1.095, -1.243, -1.949], [0.590, -0.769, -1.952], [-1.989, -3.695, -6.502], [-3.217, -2.682, -5.767], [-2.796, -4.237, -5.042], [0.788, -4.130, -5.058], [-0.088, -4.626, -3.614], [1.099, -3.323, -3.524], [0.014, -1.360, -6.467], [0.466, -0.565, -4.962], [-1.133, -0.300, -5.656], [-3.782, -2.678, -3.318], [-4.747, -1.910, -1.173], [-3.256, -0.710, 0.452], [6.279, -2.647, 2.191], [4.866, -1.769, 1.748], [5.000, -0.426, 1.350], [3.904, 0.322, 0.996], [4.112, 1.942, 0.463], [2.599, -0.232, 1.013], [1.577, 0.509, 0.715], [2.495, -1.605, 1.383], [1.244, -2.250, 1.422], [0.126, -1.786, 1.049], [3.634, -2.359, 1.764], [5.982, 0.022, 1.313], [1.230, -3.262, 1.824], [3.521, -3.393, 2.053], [-0.919, 4.073, 0.524], [-2.206, 2.824, 1.065], [-3.247, 2.324, -0.425], [-3.326, 3.423, 2.445], [-1.165, 0.840, 2.100], [-2.301, -0.835, 3.498], [-2.757, 0.083, 5.072], [-1.248, -2.344, 3.871], [-3.902, -1.407, 2.675], [0.319, 1.930, 3.677], [1.535, 3.089, 2.803], [1.251, 0.489, 4.498], [-0.589, 2.972, 4.971], [-1.391, 4.781, -0.161], [-0.086, 3.612, -0.004], [-0.513, 4.640, 1.358], [-3.719, 3.226, -0.824], [-4.047, 1.631, -0.169], [-2.651, 1.887, -1.226], [-3.889, 4.271, 2.048], [-2.793, 3.758, 3.336], [-4.050, 2.665, 2.744], [-1.897, 0.249, 5.719], [-3.461, -0.551, 5.617], [-3.248, 1.039, 4.894], [-0.286, -2.097, 4.318], [-1.082, -2.936, 2.975], [-1.794, -2.965, 4.585], [-4.546, -0.582, 2.368], [-4.462, -1.993, 3.408], [-3.722, -2.054, 1.819], [1.693, 2.846, 1.759], [2.512, 3.039, 3.290], [1.202, 4.124, 2.882], [1.581, -0.252, 3.775], [0.637, -0.008, 5.249], [2.145, 0.854, 5.011], [-0.943, 3.911, 4.543], [0.139, 3.242, 5.741], [-1.414, 2.478, 5.474]],
  "atomic_forces_ev_per_a": [[0.1, -0.3, -0.1], [0.1, 0.1, 0.1], [0.1, 0.0, -0.1], [-0.2, 0.1, 0.0], [-0.1, -0.2, 0.2], [0.0, 0.0, -0.1], [0.0, 0.0, 0.0], [0.0, 0.1, 0.1], [-0.1, 0.1, -0.1], [0.1, 0.0, 0.1], [0.1, 0.0, -0.1], [0.2, 0.3, -0.3], [0.0, 0.0, -0.1], [0.0, 0.1, 0.0], [0.0, 0.0, 0.0], [0.0, 0.0, -0.1], [0.0, 0.0, 0.0], [0.0, 0.0, 0.0], [0.0, 0.0, -0.1], [0.0, 0.0, 0.0], [0.0, 0.0, 0.0], [0.0, 0.0, 0.0], [0.0, 0.0, 0.0], [0.0, 0.0, -0.2], [0.1, -0.1, 0.0], [-0.3, -0.1, 0.0], [-0.2, 0.1, 0.0], [0.1, -0.1, 0.0], [0.0, 0.1, 0.0], [0.0, 0.0, 0.1], [-0.1, -0.2, -0.1], [0.1, 0.2, 0.0], [-0.6, 0.4, -0.2], [0.6, -0.5, 0.4], [0.2, 0.3, -0.1], [0.0, 0.0, 0.0], [-0.1, -0.1, 0.0], [0.0, -0.1, 0.0], [-0.1, -0.1, 0.1], [-0.2, -0.5, -0.6], [0.1, 0.3, 0.2], [0.1, 0.0, 0.0], [-0.4, 0.8, 0.9], [-0.3, -0.2, -0.4], [0.1, -0.1, -0.1], [-0.1, 0.2, 0.0], [0.2, -0.1, 0.3], [0.7, -0.1, 0.0], [-0.1, -0.1, 0.3], [-0.1, 0.5, 0.1], [0.1, -0.1, -0.2], [0.0, 0.0, 0.0], [0.0, -0.1, 0.0], [0.0, 0.0, 0.1], [0.0, 0.0, 0.0], [0.0, -0.1, 0.1], [0.1, 0.0, 0.0], [0.0, 0.1, 0.0], [0.0, 0.0, -0.1], [0.0, -0.1, 0.0], [0.1, 0.0, 0.0], [0.0, 0.0, 0.0], [0.0, 0.0, -0.1], [0.1, 0.0, 0.0], [0.0, 0.0, -0.1], [0.0, 0.0, 0.0], [0.0, 0.1, 0.0], [0.0, 0.0, 0.0], [0.0, -0.1, 0.1], [0.0, 0.0, -0.2], [0.0, 0.0, 0.1], [-0.1, 0.0, 0.0], [0.0, -0.1, -0.1], [-0.1, -0.1, 0.0], [0.0, 0.0, 0.0], [0.0, -0.1, 0.0], [0.1, 0.0, 0.0], [-0.1, 0.0, 0.0]],
  "spin_multiplicity": 2,
  "homo_lumo_gap_ha": [0.2333, 0.2054],
  "e_homo_ev": [-10.862, -10.993],
  "s_squared": 1.04,
  "total_charge": 1,
  "total_energy_ha": -7081.08048,
  "e_above_lowest_kj_mol": 13.93
}